A) This record from OMol25 describes a 2-piece molecular cluster, C10H16S overall. The level of theory is ωB97M-V with the def2-TZVPD basis set.

```
27
Properties=species:S:1:pos:R:3
C -1.447 -1.897 -2.023
C -1.682 -0.480 -1.722
C -2.387 -0.185 -0.601
C -2.555 1.050 -0.045
C -1.660 2.043 -0.549
C -0.705 1.765 -1.620
C -0.720 0.597 -2.220
H -0.670 -2.042 -2.855
H -2.331 -2.540 -2.025
H -0.848 -2.222 -1.168
H -2.968 -0.820 -0.076
H -3.215 1.281 0.912
H -1.844 3.062 -0.486
H 0.000 2.481 -1.840
H -0.194 0.572 -3.200
C 2.312 1.048 1.956
C 2.851 0.065 0.959
S 2.545 -1.777 1.427
C 0.842 -1.543 1.885
H 2.703 2.012 1.853
H 2.599 0.513 2.962
H 1.321 1.312 1.825
H 2.335 0.256 0.036
H 4.016 0.002 0.858
H 0.577 -2.433 2.467
H 0.657 -0.729 2.480
H 0.467 -1.393 0.808
```

Its HOMO energy is -8.335 eV. As for the gap between HOMO and LUMO: 0.33632 Ha.

***

B) This record from OMol25 describes an isolated molecule of C10H16S. The level of theory is ωB97M-V with the def2-TZVPD basis set.

```
27
Properties=species:S:1:pos:R:3
C -1.352 -1.667 0.866
C -0.113 -1.160 0.738
C 0.782 -0.967 1.831
C 0.966 0.467 2.147
C 1.340 1.195 0.802
C 1.495 2.737 1.049
S -0.103 3.603 1.065
C -1.054 2.909 -0.313
C -0.880 1.426 -0.405
C 0.525 0.921 -0.481
C 0.351 -0.656 -0.617
H -1.770 -1.805 1.908
H -1.979 -1.773 -0.029
H 0.416 -1.421 2.753
H 1.758 -1.384 1.580
H 1.750 0.668 2.963
H 0.001 0.973 2.517
H 2.326 0.917 0.585
H 1.981 3.182 0.253
H 2.012 3.042 1.971
H -0.926 3.423 -1.188
H -2.168 3.043 -0.186
H -1.407 1.059 -1.338
H -1.414 0.949 0.403
H 1.085 1.332 -1.329
H 1.307 -1.151 -0.899
H -0.245 -0.880 -1.478
```

Its HOMO energy is -8.290 eV. As for the gap between HOMO and LUMO: 0.33587 Ha.

***

Energies relative to the minimum, kcal/mol: A) 49.5; B) 0.0

***

A) This record from OMol25 describes C51H35ClF15GeN8O2PSTa as an isolated structure. The level of theory is ωB97M-V with the def2-TZVPD basis set.

```
116
Properties=species:S:1:pos:R:3
Ta 0.090 -0.099 0.692
C 6.037 1.249 2.189
N 4.955 1.005 1.254
C 5.068 0.633 -0.053
C 3.792 0.467 -0.515
N 2.905 0.717 0.487
C 3.623 1.048 1.542
P 3.027 1.599 3.160
C 2.197 0.045 3.618
N 1.748 -0.901 2.805
C 1.278 -1.901 3.608
C 1.461 -1.564 4.915
N 2.054 -0.332 4.913
C 2.421 0.433 6.088
C 1.609 2.575 2.572
N 0.985 2.425 1.419
C 0.155 3.496 1.286
C 0.265 4.300 2.385
N 1.196 3.713 3.196
C 1.601 4.208 4.496
H 6.988 1.188 1.668
H 6.023 0.507 2.987
H 5.945 2.239 2.633
H 6.019 0.513 -0.542
H 3.458 0.206 -1.504
H 0.851 -2.801 3.199
H 1.218 -2.081 5.827
H 2.505 -0.238 6.939
H 1.669 1.192 6.310
H 3.378 0.926 5.931
H -0.450 3.631 0.406
H -0.246 5.206 2.660
H 1.572 5.295 4.500
H 2.618 3.883 4.710
H 0.933 3.838 5.275
Cl -5.496 4.180 4.202
C -4.309 3.375 3.235
C -4.334 3.519 1.838
C -3.416 2.871 1.057
C -2.436 2.004 1.607
O -1.648 1.375 0.802
C -2.378 1.936 3.024
C -1.354 1.215 3.697
O -0.417 0.590 3.200
C -3.328 2.622 3.812
H -5.084 4.153 1.384
H -3.410 3.007 -0.017
H -1.409 1.255 4.800
H -3.273 2.532 4.890
F -3.072 3.132 -4.002
C -3.570 2.263 -3.119
C -2.758 1.275 -2.594
C -3.307 0.418 -1.658
F -2.521 -0.566 -1.185
C -4.624 0.503 -1.261
F -5.142 -0.329 -0.361
C -5.424 1.487 -1.824
F -6.696 1.581 -1.464
C -4.902 2.375 -2.751
F -5.678 3.315 -3.278
Ge -0.896 0.880 -3.147
S 0.563 0.950 -1.540
C -0.387 2.115 -4.610
C -1.051 1.993 -5.821
F -2.042 1.093 -5.923
C -0.747 2.775 -6.917
F -1.404 2.626 -8.063
C 0.260 3.724 -6.808
F 0.571 4.480 -7.848
C 0.934 3.880 -5.608
F 1.891 4.798 -5.497
C 0.604 3.077 -4.528
F 1.263 3.252 -3.377
C -1.006 -0.877 -4.105
C 0.154 -1.254 -4.763
F 1.238 -0.470 -4.630
C 0.245 -2.398 -5.531
F 1.388 -2.730 -6.132
C -0.870 -3.213 -5.653
F -0.803 -4.322 -6.372
C -2.049 -2.865 -5.014
F -3.119 -3.644 -5.128
C -2.105 -1.706 -4.256
F -3.270 -1.407 -3.678
C 4.187 -4.598 -2.943
C 3.377 -3.616 -2.155
C 2.134 -3.166 -2.587
C 1.415 -2.288 -1.797
N 1.857 -1.836 -0.628
C 3.045 -2.264 -0.202
C 3.829 -3.139 -0.925
H 3.820 -4.696 -3.962
H 4.138 -5.578 -2.465
H 5.235 -4.300 -2.966
H 1.731 -3.509 -3.531
H 0.432 -1.942 -2.095
H 3.362 -1.899 0.769
H 4.786 -3.462 -0.535
C -3.338 -1.254 2.122
C -2.660 -2.591 2.173
C -3.269 -3.655 2.816
C -2.647 -4.887 2.919
C -1.401 -5.065 2.341
C -0.763 -4.031 1.675
C 0.577 -4.280 1.051
C -1.376 -2.756 1.603
N -0.735 -1.663 1.073
H -4.416 -1.355 2.231
H -3.121 -0.751 1.183
H -2.973 -0.616 2.930
H -4.249 -3.514 3.257
H -3.126 -5.700 3.448
H -0.909 -6.027 2.408
H 0.996 -5.223 1.401
H 1.264 -3.469 1.279
H 0.482 -4.337 -0.034
```

As for the total charge: +1. Its HOMO energy is -10.347 eV. As for the gap between HOMO and LUMO: 0.26968 Ha.

***

B) This record from OMol25 describes C51H35ClF15GeN8O2PSTa as an isolated structure. The level of theory is ωB97M-V with the def2-TZVPD basis set.

```
116
Properties=species:S:1:pos:R:3
Ta -0.663 0.370 -0.054
C -2.655 3.615 -5.088
N -2.854 2.822 -3.908
C -3.922 2.028 -3.643
C -3.651 1.401 -2.458
N -2.439 1.792 -2.001
C -1.977 2.659 -2.885
P -0.410 3.590 -2.847
C 0.631 2.099 -2.989
N 0.244 0.864 -2.702
C 1.148 0.042 -3.281
C 2.094 0.783 -3.933
N 1.756 2.085 -3.748
C 2.489 3.227 -4.218
C -0.365 3.925 -1.047
N -0.745 3.125 -0.066
C -0.528 3.789 1.092
C -0.015 5.025 0.810
N 0.073 5.107 -0.544
C 0.509 6.265 -1.272
H -3.596 3.690 -5.629
H -1.913 3.149 -5.741
H -2.309 4.614 -4.816
H -4.768 1.974 -4.294
H -4.256 0.719 -1.902
H 1.046 -1.020 -3.215
H 2.948 0.484 -4.503
H 3.439 2.898 -4.635
H 2.673 3.918 -3.394
H 1.936 3.753 -4.999
H -0.746 3.328 2.034
H 0.303 5.824 1.446
H -0.092 7.127 -0.981
H 0.386 6.088 -2.340
H 1.560 6.479 -1.071
Cl 3.144 3.377 5.904
C 2.429 2.448 4.642
C 1.765 1.253 4.951
C 1.200 0.504 3.954
C 1.272 0.899 2.597
O 0.811 0.116 1.672
C 1.948 2.121 2.295
C 2.117 2.560 0.939
O 1.636 2.057 -0.075
C 2.516 2.876 3.340
H 1.712 0.925 5.977
H 0.679 -0.412 4.184
H 2.784 3.435 0.829
H 3.027 3.797 3.102
F 2.537 -5.335 -0.829
C 1.807 -5.344 0.296
C 1.717 -4.178 1.027
C 0.909 -4.177 2.147
F 0.770 -2.998 2.777
C 0.223 -5.302 2.572
F -0.566 -5.260 3.646
C 0.333 -6.470 1.818
F -0.351 -7.553 2.171
C 1.128 -6.496 0.675
F 1.201 -7.602 -0.063
Ge 2.298 -2.389 0.363
S 0.417 -1.841 -0.589
C 3.785 -2.728 -0.960
C 5.074 -2.941 -0.506
F 5.310 -2.910 0.814
C 6.136 -3.205 -1.361
F 7.359 -3.419 -0.880
C 5.910 -3.248 -2.734
F 6.917 -3.462 -3.574
C 4.618 -3.071 -3.220
F 4.381 -3.115 -4.533
C 3.583 -2.837 -2.323
F 2.336 -2.737 -2.796
C 3.312 -1.422 1.792
C 3.798 -0.197 1.396
F 3.525 0.169 0.124
C 4.536 0.620 2.233
F 4.976 1.814 1.820
C 4.803 0.181 3.527
F 5.468 0.965 4.368
C 4.391 -1.088 3.927
F 4.712 -1.537 5.137
C 3.655 -1.878 3.050
F 3.315 -3.115 3.411
C -5.776 -4.039 -2.445
C -4.728 -3.081 -2.000
C -4.960 -2.135 -1.005
C -3.935 -1.292 -0.613
N -2.719 -1.333 -1.152
C -2.494 -2.213 -2.121
C -3.456 -3.098 -2.567
H -6.661 -3.967 -1.821
H -5.399 -5.059 -2.401
H -6.055 -3.833 -3.477
H -5.929 -2.052 -0.537
H -4.084 -0.557 0.166
H -1.500 -2.214 -2.542
H -3.216 -3.796 -3.352
C -2.067 -1.602 2.807
C -3.087 -0.512 2.919
C -4.114 -0.571 3.840
C -5.087 0.417 3.892
C -5.041 1.465 2.988
C -4.023 1.570 2.055
C -4.012 2.703 1.075
C -3.011 0.582 2.016
N -2.013 0.628 1.122
H -2.175 -2.323 3.612
H -1.060 -1.188 2.833
H -2.193 -2.115 1.850
H -4.165 -1.419 4.508
H -5.883 0.362 4.621
H -5.822 2.213 2.998
H -3.653 3.609 1.558
H -5.021 2.894 0.715
H -3.352 2.469 0.246
```

As for the total charge: +1. Its HOMO energy is -10.160 eV. As for the gap between HOMO and LUMO: 0.25694 Ha.

***

Energies relative to the minimum, kcal/mol: A) 0.0; B) 18.6